Record 1
This record from OMol25 describes 8 unconnected molecules or ions with the total composition C37H41N7O in a non-equilibrium geometry. The level of theory is ωB97M-V/def2-TZVPD.

charge = 0
SMILES string = c1ccncc1.c1ccncc1.c1ccncc1.c1ccncc1.c1ccncc1.c1ccncc1.c1ccncc1.CCO
E_HOMO = -0.33563 hartree
HOMO-LUMO gap = 9.54 eV

Geometry (Å):
H: 10.79 14.18 16.34
C: 14.48 10.28 14.75
N: 12.60 12.52 18.56
C: 15.26 10.75 16.97
H: 12.51 11.87 12.25
C: 13.20 13.50 19.21
H: 12.13 16.13 17.43
C: 7.27 12.34 15.35
C: 11.77 12.76 17.57
O: 11.89 10.06 12.63
C: 13.27 8.47 9.40
C: 13.86 8.25 8.17
C: 7.90 6.93 11.44
H: 13.57 15.58 19.44
H: 7.81 9.19 8.96
H: 9.70 11.59 13.63
C: 13.39 15.15 11.87
C: 8.05 9.85 14.66
H: 13.69 10.15 14.04
N: 9.54 8.65 11.75
H: 17.38 10.66 17.09
C: 12.18 15.11 17.82
C: 10.63 15.47 11.99
C: 16.73 10.21 15.14
C: 15.12 9.88 9.90
C: 12.89 7.64 16.22
C: 6.86 11.84 14.11
C: 7.43 7.57 10.33
H: 13.46 9.53 11.32
C: 8.06 8.72 9.93
N: 11.18 14.85 10.98
C: 10.78 12.00 13.62
H: 11.24 11.83 14.62
H: 8.38 8.87 14.36
H: 12.87 14.25 10.02
C: 11.54 14.08 17.17
H: 13.39 7.48 7.52
C: 8.10 11.60 16.12
N: 8.42 10.36 15.84
C: 12.82 15.83 12.97
N: 15.72 10.15 14.29
C: 12.95 7.35 18.65
H: 10.16 8.74 17.75
H: 13.37 16.29 13.77
C: 11.43 15.95 13.02
N: 11.78 8.01 18.75
H: 16.56 10.05 8.28
H: 7.53 5.96 11.73
C: 11.56 11.41 12.45
C: 12.50 14.73 10.89
C: 8.92 7.56 12.19
C: 15.61 9.59 8.62
C: 7.34 10.60 13.71
H: 13.19 10.88 16.33
H: 15.69 10.54 10.55
H: 14.45 15.01 11.69
H: 13.33 7.74 15.22
H: 15.15 10.94 18.07
H: 13.37 6.98 19.58
H: 13.97 13.26 19.96
H: 8.39 11.94 17.12
H: 9.67 10.03 10.20
C: 16.53 10.53 16.46
N: 14.98 8.82 7.76
H: 6.66 7.22 9.69
H: 11.11 11.96 17.20
H: 11.07 9.50 12.64
H: 12.35 7.93 9.69
C: 13.00 14.81 18.91
C: 14.20 10.65 16.06
C: 13.61 7.31 17.40
H: 9.15 7.17 13.17
H: 14.63 6.94 17.41
H: 7.00 13.36 15.67
C: 11.60 8.12 16.33
H: 10.74 13.12 13.53
H: 10.91 16.45 13.91
C: 11.16 8.26 17.62
C: 9.16 9.21 10.61
H: 6.21 12.49 13.54
C: 13.95 9.27 10.34
H: 11.09 11.52 11.47
H: 7.09 10.09 12.76
H: 10.98 8.50 15.50
H: 17.75 10.11 14.74
H: 9.52 15.68 12.02

***

Record 2
This record from OMol25 describes a molecular structure, C37H41N7O3Pd. The level of theory is ωB97M-V/def2-TZVPD.

expectation value of S² = 6.06
multiplicity = 5
charge = +4
E_HOMO (spin up / spin down) = -0.63013 / -0.63214 hartree
relative energy (zero: lowest compared OMol25 entry of this formula, charge and spin) = 0.233 eV
HOMO-LUMO gap (spin up / spin down) = 6.40 / 4.37 eV

Geometry (Å):
H: -3.94 -1.45 0.05
C: -2.25 -1.98 1.26
H: -0.51 6.10 4.97
H: 1.21 -5.12 1.71
H: 4.05 3.32 5.02
C: 1.89 -4.27 1.75
H: 5.57 -1.32 2.71
H: -4.25 0.45 -4.41
C: 2.31 -1.88 1.53
N: -2.43 1.14 -6.28
C: 4.39 2.37 4.63
H: 2.17 4.02 4.80
H: 3.30 -6.60 1.50
C: -0.08 -2.91 1.40
H: 5.38 3.33 3.03
H: -2.49 -1.76 2.31
C: -5.08 -1.21 -5.45
C: -3.25 -0.73 -7.50
C: 0.22 1.64 3.24
C: 4.68 2.50 3.14
C: 1.30 2.21 3.98
C: 3.25 -4.53 2.04
C: -1.02 1.08 -2.05
N: -0.78 -1.89 1.15
H: -4.13 -2.35 -8.53
H: -7.08 -2.76 -6.47
H: -2.40 -0.90 -0.59
Pd: -0.11 0.12 0.85
C: 0.32 4.44 3.89
C: -1.17 1.02 -3.44
H: 4.83 -5.98 2.17
H: 6.15 0.89 2.99
O: 0.22 0.38 2.96
H: -1.60 1.78 -1.47
H: 3.77 2.79 2.61
C: 1.38 -3.02 1.53
C: -3.26 0.09 -6.32
H: 0.14 6.53 3.39
H: 3.45 0.44 1.75
H: 1.46 -0.98 -1.52
C: -2.01 2.02 2.16
C: -2.98 -1.01 0.33
H: -2.57 -3.01 1.07
C: 5.31 1.30 2.43
C: -0.35 0.15 -4.14
C: -0.82 2.53 2.84
H: 1.25 -1.27 -3.98
C: -2.42 2.22 -5.31
N: 3.41 1.31 4.94
H: 3.76 0.52 5.45
C: -4.13 -1.75 -7.63
C: 3.67 -2.13 2.03
C: 1.35 3.60 4.24
C: -6.09 -3.10 -6.78
H: -2.19 2.80 -3.47
C: 0.70 -0.45 -2.08
C: -4.20 -0.20 -5.28
H: -2.07 1.46 -7.17
H: 1.23 6.20 4.74
H: 5.69 1.63 1.46
C: -0.77 3.87 3.20
C: 0.58 -0.60 -3.45
H: 5.12 -3.59 2.56
H: -0.60 -3.85 1.61
N: -2.06 1.95 -4.01
H: -5.84 -1.39 -4.69
C: 2.15 1.24 4.57
C: -3.25 0.36 0.95
C: 4.10 -3.41 2.24
O: 2.01 -0.74 1.13
H: -1.60 4.51 2.93
C: -5.09 -2.02 -6.62
H: -6.13 -3.47 -7.80
H: -3.72 1.02 0.22
C: 4.60 -1.05 2.31
C: 0.30 5.89 4.27
H: -2.94 2.57 2.30
N: -2.01 0.95 1.46
N: -0.09 0.38 -1.38
H: -5.83 -3.94 -6.12
H: 1.70 0.27 4.74
H: 3.44 -6.28 3.22
N: 4.36 0.20 2.16
H: -2.54 -0.50 -8.28
O: -2.72 3.31 -5.68
C: 3.74 -5.92 2.23
H: -3.95 0.25 1.78
H: -0.40 0.09 -5.22
H: 5.30 2.11 5.19

***

Record 3
This record from OMol25 describes a molecular structure, C37H42Br57ClN2O in a non-equilibrium geometry. The level of theory is ωB97M-V/def2-TZVPD.

charge = 0
E_HOMO = -0.31706 hartree
HOMO-LUMO gap = 8.25 eV

Geometry (Å):
Br: -0.27 -1.56 5.25
H: -0.51 -0.37 1.21
Br: -9.20 -1.23 5.16
H: 7.03 -0.52 -4.14
C: 6.63 0.40 -2.25
Br: 0.74 2.46 -10.12
Br: -10.30 -0.70 -1.47
Br: 7.26 -2.54 0.08
C: -8.70 -6.99 0.17
Br: 4.94 -8.70 -2.28
H: -0.23 3.71 6.82
C: 1.83 1.22 -1.84
H: -8.83 -8.06 0.18
Br: 5.06 -2.41 2.41
Br: -9.07 -6.36 1.96
Br: -5.51 0.66 6.45
H: -11.63 -0.72 0.61
H: -1.98 4.49 2.17
C: 0.12 3.67 -5.96
H: 8.07 0.68 -0.65
Br: 1.32 2.61 9.40
Br: 3.60 0.06 -7.66
C: 4.10 0.18 -9.51
H: 5.89 0.47 -1.44
H: -4.43 2.36 5.01
Br: -4.07 -1.46 -2.11
Br: -1.80 1.81 7.03
H: 8.86 0.27 -2.18
Br: 2.07 0.31 7.31
H: 0.25 4.21 -6.89
H: -4.10 6.33 -6.18
H: -11.30 -0.72 6.36
Br: 6.00 -5.78 -1.54
O: 1.41 0.34 1.11
Br: -12.00 -2.76 5.16
Br: 3.57 0.47 10.12
C: -0.17 -4.17 0.03
Cl: -1.97 3.93 -1.03
H: -0.21 -6.89 -5.04
H: 3.48 3.91 -3.19
C: -11.76 3.05 -3.42
H: 0.35 4.70 1.62
H: 3.26 -0.17 -10.09
C: 7.31 1.68 11.31
H: 4.98 -0.24 -4.90
H: 6.66 -1.69 -2.91
H: 5.36 -4.04 0.57
Br: 4.42 2.01 -10.02
Br: -2.10 4.55 5.43
H: 2.87 -1.77 -2.40
Br: 2.10 -7.09 -4.16
Br: -6.15 -0.62 0.17
Br: -5.61 4.43 -5.73
C: -0.13 3.83 1.13
Br: -9.97 -6.28 -1.10
H: -1.03 1.80 0.02
C: 3.81 0.04 -3.17
N: 1.80 -0.14 -1.76
Br: 0.56 1.83 -6.30
Br: -2.26 -1.97 7.72
C: -0.28 4.14 -0.40
H: 1.18 0.15 9.60
C: 0.26 0.27 0.73
C: -0.26 1.16 -0.42
Br: -13.16 1.74 -3.24
Br: -2.05 3.74 -11.00
Br: 7.59 -4.15 10.50
H: 6.36 1.76 -3.91
Br: 6.39 0.28 12.25
Br: -6.88 -6.62 -0.35
C: 0.76 3.31 -1.15
Br: 0.43 -2.34 0.04
C: 0.81 1.94 -1.16
Br: 0.52 -4.54 -5.27
Br: -9.41 -0.18 1.55
Br: 1.03 -7.06 -7.17
C: 2.80 -0.68 -2.41
C: -1.17 2.43 -9.88
H: 8.04 -1.00 -1.17
C: 4.89 -0.73 -3.92
Br: 0.27 2.51 4.71
C: 5.20 -7.41 -0.88
C: 0.73 -6.46 -5.36
C: -4.78 5.78 -6.82
H: 5.90 -7.84 -0.17
Br: 1.32 4.44 -4.66
Br: -11.84 0.27 4.16
H: 0.53 2.97 1.29
H: -0.80 0.50 -1.12
Br: -1.89 0.67 -10.13
C: -5.39 1.85 4.94
Br: -6.06 7.04 -7.52
N: 3.80 1.35 -3.26
Br: 8.45 0.97 9.92
C: 5.46 -2.97 0.60
Br: -11.08 3.61 -1.71
H: -3.73 -1.07 0.30
Br: 3.57 -7.05 0.08
Br: 4.25 -2.22 -0.69
H: -1.36 2.71 -8.85
C: 6.34 -0.71 -3.30
C: -4.33 -0.55 -0.43
H: -1.18 3.09 2.84
C: 2.79 1.96 -2.55
Br: 5.60 -0.96 -9.94
H: 7.96 1.92 -3.17
C: -11.11 -1.06 5.35
H: 8.98 -2.12 10.24
H: -0.05 -2.99 7.25
Br: 10.70 -3.86 9.84
C: 9.18 -3.07 10.72
H: -12.19 3.92 -3.89
Br: 0.20 -5.02 -1.66
C: 1.93 0.79 9.17
H: 0.40 -4.70 0.79
Br: -2.03 -4.32 0.53
C: 8.00 0.03 -1.55
H: -0.01 5.19 -0.56
C: -10.64 -1.09 0.38
C: 6.90 1.78 -2.95
H: 6.47 2.58 -2.35
Br: 6.10 3.02 10.63
Br: -1.73 3.88 -5.45
Br: -6.76 3.20 4.98
C: -1.45 3.57 1.88
H: 4.56 -1.76 -4.14
C: 2.73 3.37 -2.60
H: 7.95 2.17 12.02
Br: -10.35 2.42 -4.58
Br: -10.66 -2.99 0.72
Br: -3.71 5.00 -8.23
H: -2.12 2.86 1.39
Br: -5.40 0.88 3.27
Br: 9.53 -2.70 12.57
H: 1.74 5.12 -1.94
C: -0.90 -2.77 6.61
C: 1.75 4.03 -1.89
Br: -1.49 -4.44 5.85
Br: -3.68 1.27 -0.50
C: -0.87 3.22 6.10

***

| no. | total energy (Eh) |
| --- | --- |
| 1 | -1892.93023 |
| 2 | -2170.05413 |
| 3 | -148798.54827 |